[1]
The following is a DFT calculation (wB97M-V/def2-TZVPD) of an isolated molecule of C3H3IN2S in a non-equilibrium geometry.

Total energy = -921.4491 a.u.
Orbital gap = 9.40 eV
Net charge = 0
LUMO level = -0.05 eV
HOMO = -9.45 eV
SMILES = Cc1nnsc1I
Relative energy (zero: lowest compared OMol25 entry of this formula, charge and spin) = 25.87 kcal per mole
Molar mass = 226.04 g mol⁻¹

```
10
C3H3IN2S (wB97M-V/def2-TZVPD)
C 1.191 0.821 0.120
C 0.127 -0.198 -0.123
N 0.393 -1.546 -0.133
N -0.597 -2.294 0.051
S -2.094 -1.588 -0.031
C -1.233 -0.075 -0.251
I -2.362 1.769 -0.194
H 1.708 1.136 -0.865
H 0.817 1.677 0.713
H 2.049 0.297 0.714
```

[2]
The following is a DFT calculation (wB97M-V/def2-TZVPD) of a structure of composition C18H14Cl2GaN2O3S3 in a non-equilibrium geometry.

Total energy = -5069.1327 a.u.
Orbital gap = 6.67 eV
Net charge = +1
LUMO level = -3.94 eV
HOMO = -10.60 eV
Relative energy (zero: lowest compared OMol25 entry of this formula, charge and spin) = 10.80 kcal per mole
Molar mass = 543.15 g mol⁻¹

```
43
C18H14Cl2GaN2O3S3 (wB97M-V/def2-TZVPD)
Ga -0.520 -0.064 -0.498
Cl 4.293 -0.957 -1.762
C 2.858 -1.459 -2.476
C 2.971 -2.244 -3.606
C 1.912 -2.805 -4.223
Cl 2.181 -3.865 -5.525
C 0.594 -2.552 -3.708
C -0.581 -3.082 -4.260
C -1.796 -2.607 -3.839
C -1.919 -1.770 -2.740
N -0.781 -1.355 -2.132
C 0.454 -1.751 -2.542
C 1.583 -1.134 -1.944
O 1.428 -0.242 -0.982
H 3.925 -2.488 -4.028
H -0.502 -3.931 -4.887
H -2.701 -2.979 -4.346
H -2.866 -1.374 -2.355
C 0.370 2.987 -1.320
S -1.105 1.973 -1.588
C -2.337 2.717 -0.467
H 0.036 3.888 -0.782
H 0.792 3.231 -2.338
H 0.993 2.410 -0.626
H -2.901 3.467 -1.025
H -1.837 3.039 0.458
H -3.010 1.914 -0.231
O 2.308 1.760 2.144
S 0.873 1.937 2.263
O 0.382 3.271 1.953
N 0.031 0.797 1.320
C -0.644 -0.004 2.052
S -1.590 -1.217 1.225
C -0.545 0.173 3.534
C -1.086 -0.568 4.606
C -0.799 -0.186 5.883
C -0.045 0.921 6.169
C 0.579 1.611 5.167
C 0.271 1.266 3.854
H -1.642 -1.473 4.365
H -1.260 -0.718 6.724
H 0.207 1.164 7.197
H 1.427 2.299 5.318
```